{"formula": "C51H42F5N4SSb2SeY", "method": "ωB97M-V with the def2-TZVPD basis set", "symbols": ["F", "C", "N", "C", "H", "H", "C", "C", "H", "C", "C", "C", "H", "C", "H", "H", "C", "C", "C", "C", "H", "H", "C", "H", "H", "C", "C", "H", "C", "H", "C", "H", "C", "H", "H", "C", "C", "H", "H", "C", "N", "C", "C", "C", "C", "H", "C", "H", "H", "C", "F", "H", "H", "N", "C", "H", "H", "C", "C", "S", "H", "F", "H", "Se", "H", "Sb", "H", "C", "H", "C", "C", "C", "C", "C", "H", "C", "Y", "H", "H", "Sb", "F", "H", "H", "C", "H", "F", "C", "H", "H", "C", "C", "C", "C", "C", "H", "H", "C", "C", "H", "C", "C", "N", "H", "C", "H", "C", "C"], "xyz": [[4.448, 4.019, 0.302], [-5.475, -0.262, -2.424], [-0.921, -2.237, -0.005], [-0.502, 2.151, 2.123], [-4.534, 1.577, -2.990], [-5.647, 0.943, 1.151], [4.888, -2.268, 0.773], [-4.592, 0.789, -2.254], [-0.342, 3.208, 1.876], [-5.366, 1.415, 2.083], [-2.495, -3.608, -0.998], [-4.101, 1.206, 2.612], [5.008, -0.008, -2.853], [-5.929, 2.839, 3.931], [1.697, -3.216, 1.311], [-2.879, 1.395, -6.724], [-1.244, 0.084, -3.511], [2.488, -1.259, 1.740], [-0.648, 1.148, -4.182], [5.004, -2.837, -3.695], [0.635, -3.879, -2.036], [-6.124, -0.293, -3.286], [-6.276, 2.223, 2.741], [-0.769, 1.105, 0.238], [3.335, -1.647, 4.318], [0.855, -3.673, -3.087], [-3.833, -0.159, -0.176], [3.391, 0.439, 8.049], [-2.422, 0.990, -5.833], [-2.795, 1.635, 4.258], [4.994, -0.872, -2.184], [1.302, 1.600, 7.432], [2.906, -2.285, -2.565], [4.995, -4.545, -4.998], [2.600, -5.001, -4.630], [0.454, 4.747, -0.362], [-1.379, 1.527, 1.052], [-6.641, 3.468, 4.445], [4.395, -1.192, 6.492], [-4.716, -1.215, -0.360], [-0.902, -0.520, -2.324], [2.564, -2.566, 1.266], [4.299, -2.031, -2.828], [2.888, -0.935, 5.001], [3.157, 4.267, 0.071], [5.692, -0.329, 1.211], [1.254, 5.729, 0.218], [0.274, 1.586, -3.819], [0.548, -4.528, -3.687], [2.613, 5.487, 0.427], [-0.858, 4.967, -0.538], [-3.884, -0.579, -5.602], [3.589, 0.557, 2.103], [2.224, -1.596, -1.683], [-1.038, -3.194, 0.866], [3.807, -4.080, 0.409], [-3.421, -2.243, -3.262], [-1.261, 1.587, -5.339], [-3.777, 0.839, -1.135], [-2.158, -4.444, 0.465], [-3.172, -4.026, -1.711], [3.367, 6.434, 0.997], [-2.039, 2.290, 0.640], [3.090, 1.566, -0.903], [-1.020, 2.145, 3.087], [-2.668, -0.117, 1.667], [-6.218, -2.100, -1.606], [3.759, -3.067, 0.779], [-4.780, -1.997, 0.389], [2.378, 3.253, -0.500], [4.419, -3.917, -4.336], [-5.531, -1.273, -1.478], [1.032, 3.544, -0.726], [-1.766, -1.521, -2.163], [1.432, 1.978, 3.049], [3.486, -0.675, 6.223], [0.972, -0.352, -0.810], [-7.261, 2.368, 2.323], [4.475, -0.583, -1.269], [0.697, -0.635, 2.771], [0.720, 6.901, 0.589], [1.408, 1.548, 1.332], [0.236, 1.146, 5.265], [2.316, -3.388, -3.278], [6.047, -2.611, -3.880], [0.282, 2.537, -1.281], [0.848, 1.484, 2.270], [-4.387, 3.113, 5.392], [0.264, -2.803, -3.388], [1.724, -0.270, 4.645], [-3.767, 1.812, 3.814], [-1.742, -2.450, -1.079], [-2.381, -0.559, -4.055], [2.922, 0.238, 7.097], [-0.522, -3.226, 1.810], [-0.832, 2.418, -5.876], [1.155, 0.635, 5.530], [3.071, -4.171, -4.120], [6.025, -1.120, -1.941], [-4.668, 2.637, 4.464], [3.624, -0.457, 1.716], [-2.661, -1.588, -3.191], [5.822, -2.663, 0.405], [-2.995, -0.106, -5.212], [-3.100, 1.673, -1.029], [4.818, -0.961, 1.231], [1.752, 0.893, 6.751]], "total_energy_ev": -163415.6832, "mol_weight_g_mol": 1249.368, "e_lumo_ev": -0.88, "e_above_lowest_kj_mol": 0.0}